(1)
{
  "formula": "C3H6NOS",
  "method": "wB97M-V/def2-TZVPD",
  "homo_ev": -2.56,
  "total_charge": -1,
  "gap_ev": 6.294,
  "smiles": "NC(=O)CC[S-]",
  "de_lowest_ev": 1.104,
  "symbols": ["C", "C", "S", "C", "N", "O", "H", "H", "H", "H", "H", "H"],
  "xyz": [[0.093, 0.812, 0.285], [1.295, -0.162, 0.315], [2.994, 0.499, 0.494], [-1.166, -0.063, 0.325], [-1.553, -0.637, -0.942], [-1.783, -0.351, 1.304], [0.111, 1.475, 1.147], [0.046, 1.354, -0.660], [1.170, -0.821, 1.178], [1.163, -0.792, -0.574], [-1.441, 0.069, -1.649], [-0.928, -1.383, -1.223]],
  "lowdin_charge": [-0.22, -0.82, 0.04, -0.53, 0.08, 0.07, 0.10, 0.09, 0.03, 0.03, 0.06, 0.07]
}

***

(2)
{
  "formula": "C8H11NO3S",
  "method": "wB97M-V/def2-TZVPD",
  "homo_ev": -8.46,
  "total_charge": 0,
  "gap_ev": 8.364,
  "smiles": "CC(C)=[N+]([O-])O.O=Cc1cccs1",
  "de_lowest_ev": 5.516,
  "symbols": ["C", "C", "C", "C", "C", "C", "C", "C", "N", "O", "O", "O", "S", "H", "H", "H", "H", "H", "H", "H", "H", "H", "H", "H"],
  "xyz": [[2.862, 1.063, 1.050], [1.841, 1.363, 0.177], [3.296, -0.246, 0.906], [1.557, 0.363, -0.693], [-2.640, -0.496, -0.872], [-1.784, 0.738, 1.264], [0.523, 0.376, -1.733], [-1.654, -0.370, 0.233], [-0.788, -1.335, 0.397], [-0.683, -2.251, -0.722], [0.070, -1.548, 1.256], [-0.203, 1.338, -1.923], [2.516, -1.052, -0.447], [3.305, 1.712, 1.770], [1.338, 2.401, 0.176], [4.047, -0.861, 1.261], [-2.544, -1.475, -1.510], [-3.594, -0.350, -0.529], [-2.477, 0.441, -1.468], [-2.488, 1.404, 0.965], [-0.911, 1.218, 1.322], [-2.171, 0.469, 2.296], [0.324, -0.559, -2.282], [0.257, -2.342, -0.894]],
  "lowdin_charge": [-0.16, -0.13, -0.32, -0.53, -0.02, 0.02, -0.29, -0.27, -0.28, -0.01, -0.04, 0.03, 1.06, 0.10, 0.16, 0.03, 0.13, 0.04, 0.10, 0.05, 0.03, 0.13, 0.12, 0.05]
}

***

(3)
{
  "formula": "CH3ClO3S",
  "method": "wB97M-V/def2-TZVPD",
  "homo_ev": [-6.83, -10.70],
  "total_charge": 0,
  "gap_ev": [7.505, 7.751],
  "s_squared": 2.006,
  "de_lowest_ev": 0.149,
  "spin_multiplicity": 3,
  "symbols": ["C", "O", "O", "O", "S", "Cl", "H", "H", "H"],
  "xyz": [[1.106, -0.020, 1.709], [-1.939, -0.094, -0.709], [0.291, -0.871, -1.223], [0.058, -0.455, 1.400], [-0.348, 0.322, -0.854], [-0.345, 1.523, -2.536], [1.541, 0.480, 0.824], [1.677, -0.071, 2.679], [-2.041, -0.815, -1.289]],
  "lowdin_charge": [-0.26, -0.28, -0.43, -0.02, 0.53, 0.24, 0.08, 0.11, 0.03]
}

***

(4)
{
  "formula": "C24H42Cl3N4O3SiTb",
  "method": "wB97M-V/def2-TZVPD",
  "homo_ev": [-8.02, -8.03],
  "total_charge": 0,
  "gap_ev": [8.248, 8.269],
  "s_squared": 12.685,
  "spin_multiplicity": 7,
  "symbols": ["C", "C", "H", "H", "H", "C", "C", "H", "H", "H", "H", "Tb", "Cl", "Cl", "C", "O", "N", "C", "C", "H", "H", "H", "H", "H", "H", "H", "H", "H", "C", "C", "N", "H", "C", "O", "H", "H", "H", "H", "O", "C", "C", "C", "H", "C", "H", "C", "H", "C", "C", "H", "H", "H", "Si", "Cl", "C", "C", "C", "H", "H", "H", "H", "H", "H", "H", "H", "H", "C", "C", "N", "C", "C", "N", "H", "H", "H", "H", "H", "H"],
  "xyz": [[3.735, 2.232, -3.391], [2.478, 1.402, -3.248], [3.830, 2.571, -4.432], [4.660, 1.685, -3.111], [3.674, 3.068, -2.683], [2.355, 0.264, -3.971], [3.319, -0.271, -4.963], [1.427, -0.323, -3.920], [4.215, -0.781, -4.538], [3.602, 0.611, -5.565], [2.745, -0.965, -5.600], [-1.090, -0.917, 2.649], [-0.997, 1.737, 2.877], [1.187, -2.080, 3.371], [-3.534, 0.155, 0.875], [-3.032, -0.821, 1.509], [-4.401, -0.070, -0.097], [-4.740, -1.437, -0.485], [-5.120, 1.014, -0.740], [-3.322, 1.214, 1.156], [-3.951, -2.129, -0.178], [-4.876, -1.462, -1.568], [-5.689, -1.725, -0.017], [-4.566, 1.943, -0.558], [-6.136, 1.080, -0.333], [-5.178, 0.812, -1.808], [2.287, -2.215, -0.494], [0.956, -2.792, -3.048], [1.708, -3.113, -0.254], [0.558, -3.581, -2.383], [0.453, -3.120, -0.991], [1.511, -3.110, 0.814], [-0.742, -2.998, -0.365], [-0.901, -2.809, 0.856], [-0.442, -3.861, -2.730], [-1.572, -3.076, -1.092], [2.302, -3.990, -0.540], [1.234, -4.454, -2.446], [2.270, 0.806, -0.872], [1.677, 1.572, -1.956], [-0.097, -0.098, -2.227], [0.199, 1.255, -2.119], [0.670, -0.808, -1.962], [-1.337, -0.551, -2.658], [1.782, 2.606, -1.646], [-0.891, 2.145, -2.214], [-1.456, -1.637, -2.757], [-2.359, 0.342, -2.999], [-2.136, 1.697, -2.695], [-0.795, 3.190, -1.925], [-3.299, -0.031, -3.429], [-2.963, 2.384, -2.893], [3.216, 1.039, 0.408], [-0.046, -0.256, 0.684], [3.868, -0.631, 0.878], [2.596, 1.622, 2.120], [4.258, 2.481, 0.020], [3.897, -1.351, 0.058], [3.344, -1.069, 1.745], [4.906, -0.411, 1.174], [4.952, 2.110, -0.755], [4.755, 2.650, 0.977], [3.671, 3.353, -0.338], [1.674, 2.194, 2.190], [3.374, 2.305, 2.471], [2.545, 0.854, 2.887], [-3.622, 0.987, 4.687], [-2.484, 0.370, 5.407], [-1.567, -0.498, 4.955], [-0.614, -0.670, 5.942], [-1.006, 0.040, 7.043], [-2.171, 0.705, 6.676], [-4.098, 0.229, 4.034], [-4.333, 1.357, 5.449], [-3.273, 1.838, 4.058], [0.253, -1.284, 5.784], [-0.564, 0.147, 7.999], [-2.744, 1.327, 7.236]],
  "lowdin_charge": [-0.05, -0.20, 0.08, 0.09, 0.06, -0.12, -0.09, 0.09, 0.09, 0.08, 0.07, 0.88, -0.10, -0.17, -0.27, -0.25, -0.16, -0.01, -0.04, 0.14, 0.09, 0.09, 0.10, 0.10, 0.10, 0.08, 0.06, 0.08, -0.04, -0.05, -0.17, 0.04, -0.34, -0.21, 0.08, 0.13, 0.10, 0.09, -0.21, -0.25, -0.16, -0.18, 0.07, -0.09, 0.13, -0.01, 0.08, -0.10, -0.10, 0.11, 0.10, 0.10, 0.33, 0.24, -0.15, -0.19, -0.16, 0.01, 0.00, 0.04, 0.03, 0.03, 0.05, -0.02, 0.01, 0.01, -0.05, -0.43, -0.12, -0.14, -0.06, 0.10, 0.08, 0.09, 0.03, 0.05, 0.10, 0.16]
}

***

(5)
{
  "formula": "C10H24GaLaO",
  "method": "wB97M-V/def2-TZVPD",
  "homo_ev": -12.12,
  "total_charge": 2,
  "gap_ev": 1.439,
  "symbols": ["C", "O", "C", "C", "C", "C", "C", "C", "C", "C", "C", "Ga", "H", "H", "H", "H", "H", "H", "H", "H", "H", "H", "H", "H", "H", "H", "H", "H", "H", "H", "H", "H", "H", "H", "H", "H", "La"],
  "xyz": [[4.542, -0.638, 1.131], [3.305, -0.899, 0.491], [3.129, 0.184, -0.467], [1.674, 0.186, -1.079], [1.140, 1.635, -1.363], [-0.440, 1.605, -1.120], [-0.672, 1.853, 0.412], [-2.171, 2.021, 0.840], [-2.960, 0.682, 1.122], [-2.547, -0.515, 0.174], [-3.455, -1.752, 0.452], [-2.622, -3.318, -0.701], [5.202, 0.026, 0.500], [5.132, -1.608, 1.366], [4.396, -0.111, 2.111], [3.888, 0.006, -1.272], [3.262, 1.192, 0.007], [1.674, -0.393, -2.033], [1.004, -0.369, -0.373], [1.556, 2.377, -0.638], [1.332, 1.994, -2.395], [-0.786, 0.613, -1.487], [-0.944, 2.374, -1.756], [-0.119, 1.083, 1.012], [-0.165, 2.826, 0.647], [-2.712, 2.665, 0.102], [-2.202, 2.599, 1.799], [-4.039, 0.891, 0.917], [-2.798, 0.401, 2.192], [-1.456, -0.758, 0.189], [-2.757, -0.188, -0.875], [-3.416, -2.122, 1.513], [-4.486, -1.484, 0.141], [-1.574, -4.236, 0.106], [-1.944, -2.552, -1.950], [-3.843, -4.243, -1.240], [6.873, -2.028, 1.523]],
  "lowdin_charge": [-0.29, -0.16, -0.19, -0.16, -0.18, -0.20, -0.21, -0.17, -0.15, -0.27, -0.10, 0.53, 0.07, -0.17, 0.11, 0.14, 0.13, 0.12, 0.11, 0.10, 0.12, 0.09, 0.12, 0.12, 0.12, 0.13, 0.13, 0.13, 0.13, 0.09, 0.12, 0.13, 0.10, -0.10, -0.03, 0.02, 1.54]
}

***

(6)
{
  "formula": "C31H56N2O6SSi",
  "method": "wB97M-V/def2-TZVPD",
  "homo_ev": -8.49,
  "total_charge": 0,
  "gap_ev": 7.845,
  "smiles": "CC(C)Cc1cc2nsnc2cc1[Si](C)(C)C.CC(C)=O.CC(C)=O.CC(C)=O.CC(C)=O.CC(C)=O.CC(C)=O",
  "symbols": ["C", "C", "C", "C", "C", "C", "C", "N", "S", "N", "C", "C", "C", "Si", "C", "C", "C", "H", "H", "H", "H", "H", "H", "H", "H", "H", "H", "H", "H", "H", "H", "H", "H", "H", "H", "H", "H", "C", "C", "O", "C", "H", "H", "H", "H", "H", "H", "C", "C", "O", "C", "H", "H", "H", "H", "H", "H", "C", "C", "O", "C", "H", "H", "H", "H", "H", "H", "C", "C", "O", "C", "H", "H", "H", "H", "H", "H", "C", "C", "O", "C", "H", "H", "H", "H", "H", "H", "C", "C", "O", "C", "H", "H", "H", "H", "H", "H"],
  "xyz": [[-0.118, -2.303, -0.702], [-0.710, -3.008, -2.005], [0.191, -2.756, -3.304], [-2.251, -2.750, -2.243], [-2.704, -1.260, -2.167], [-1.828, -0.107, -2.253], [-2.281, 1.315, -2.140], [-1.535, 2.470, -2.169], [-2.599, 3.760, -1.999], [-4.053, 2.954, -1.847], [-3.766, 1.614, -1.943], [-4.685, 0.424, -1.870], [-4.218, -0.968, -1.989], [-5.573, -2.306, -1.908], [-7.277, -1.482, -2.283], [-5.761, -3.136, -0.197], [-5.291, -3.571, -3.335], [0.362, -3.010, 0.022], [0.634, -1.534, -1.051], [-0.930, -1.695, -0.192], [-0.605, -4.123, -1.813], [0.371, -1.670, -3.510], [-0.335, -3.235, -4.191], [1.159, -3.331, -3.187], [-2.500, -3.116, -3.288], [-2.812, -3.433, -1.533], [-0.729, -0.298, -2.374], [-5.777, 0.645, -1.710], [-8.072, -2.231, -2.545], [-7.174, -0.761, -3.150], [-7.610, -0.846, -1.406], [-4.862, -3.012, 0.464], [-6.669, -2.725, 0.344], [-5.985, -4.232, -0.366], [-4.501, -3.167, -4.035], [-4.955, -4.571, -2.928], [-6.267, -3.661, -3.897], [4.774, -0.506, -0.445], [3.451, -0.367, -1.150], [2.883, -1.330, -1.629], [2.854, 1.013, -1.240], [5.082, -1.552, -0.456], [5.533, 0.089, -0.959], [4.680, -0.181, 0.590], [3.526, 1.674, -1.788], [2.673, 1.405, -0.236], [1.904, 0.961, -1.773], [8.484, -0.978, 1.445], [7.356, -0.908, 2.443], [6.231, -0.602, 2.102], [7.681, -1.233, 3.877], [8.106, -0.721, 0.454], [9.266, -0.268, 1.717], [8.890, -1.991, 1.413], [8.427, -0.535, 4.256], [8.052, -2.257, 3.952], [6.779, -1.142, 4.481], [-5.348, -4.729, 3.398], [-5.977, -5.868, 2.638], [-5.494, -6.280, 1.605], [-7.232, -6.475, 3.213], [-4.455, -4.392, 2.870], [-6.050, -3.896, 3.468], [-5.059, -5.063, 4.397], [-8.016, -5.718, 3.275], [-7.026, -6.886, 4.204], [-7.573, -7.282, 2.564], [3.082, 5.344, -4.384], [2.757, 4.196, -3.464], [3.151, 3.071, -3.696], [1.924, 4.500, -2.246], [3.685, 4.981, -5.217], [2.160, 5.775, -4.781], [3.650, 6.104, -3.844], [0.952, 4.893, -2.549], [2.442, 5.223, -1.612], [1.767, 3.584, -1.676], [-3.666, 8.766, -1.302], [-3.216, 8.098, -2.577], [-2.120, 8.313, -3.047], [-4.184, 7.154, -3.242], [-2.872, 9.416, -0.935], [-4.555, 9.371, -1.493], [-3.881, 8.011, -0.543], [-5.095, 7.688, -3.519], [-4.421, 6.328, -2.567], [-3.729, 6.748, -4.146], [8.678, -0.834, 9.011], [8.128, -0.253, 7.734], [8.480, -0.665, 6.649], [7.121, 0.862, 7.859], [9.390, -1.625, 8.770], [9.195, -0.060, 9.580], [7.868, -1.261, 9.605], [7.569, 1.711, 8.378], [6.242, 0.510, 8.403], [6.811, 1.183, 6.864]],
  "lowdin_charge": [-0.08, -0.38, -0.09, -0.15, -0.15, 0.03, -0.29, -0.25, 0.92, -0.26, -0.32, -0.02, -0.16, 0.55, -0.22, -0.20, -0.20, 0.08, 0.05, 0.08, 0.13, 0.07, 0.08, 0.08, 0.11, 0.12, 0.09, 0.09, 0.04, 0.04, 0.03, 0.03, 0.04, 0.04, 0.03, 0.04, 0.03, -0.03, -0.48, 0.04, -0.03, 0.08, 0.09, 0.06, 0.07, 0.09, 0.08, -0.02, -0.48, 0.05, -0.04, 0.08, 0.09, 0.09, 0.07, 0.09, 0.08, -0.03, -0.51, 0.06, -0.03, 0.08, 0.09, 0.08, 0.08, 0.08, 0.08, -0.02, -0.49, 0.06, -0.02, 0.08, 0.09, 0.08, 0.08, 0.09, 0.06, -0.03, -0.51, 0.06, -0.03, 0.08, 0.08, 0.08, 0.09, 0.06, 0.08, -0.02, -0.49, 0.05, -0.02, 0.08, 0.09, 0.09, 0.09, 0.09, 0.08]
}

***

(7)
{
  "formula": "C3H9NOS",
  "method": "wB97M-V/def2-TZVPD",
  "homo_ev": -9.10,
  "total_charge": 0,
  "gap_ev": 9.969,
  "smiles": "N[C@H](CO)CS",
  "de_lowest_ev": 1.235,
  "symbols": ["C", "O", "C", "C", "S", "N", "H", "H", "H", "H", "H", "H", "H", "H", "H"],
  "xyz": [[1.011, -0.631, -0.676], [1.253, -2.037, -0.355], [-0.142, -0.192, 0.205], [-0.559, 1.258, -0.129], [-2.427, 1.343, 0.131], [0.348, -0.282, 1.589], [1.942, -0.046, -0.619], [0.853, -0.611, -1.748], [2.128, -2.163, -0.688], [-1.005, -0.816, -0.004], [-0.569, 1.412, -1.203], [-0.076, 2.031, 0.452], [-2.735, 2.071, -0.969], [-0.388, -0.045, 2.261], [0.367, -1.294, 1.752]],
  "lowdin_charge": [-0.22, -0.07, -0.49, -0.45, 0.66, 0.04, 0.13, 0.11, 0.06, 0.11, 0.06, 0.07, -0.16, 0.08, 0.08]
}

***

(8)
{
  "formula": "C4H7N",
  "method": "wB97M-V/def2-TZVPD",
  "homo_ev": -8.74,
  "total_charge": 0,
  "gap_ev": 9.792,
  "de_lowest_ev": 2.403,
  "symbols": ["C", "C", "C", "C", "N", "H", "H", "H", "H", "H", "H", "H"],
  "xyz": [[0.394, -0.712, -0.379], [-0.126, -0.197, 0.912], [1.350, -0.144, -1.352], [-1.326, 0.679, 0.995], [-0.349, -1.705, -0.287], [0.227, -0.663, 1.817], [1.675, -0.911, -2.052], [2.204, 0.289, -0.834], [0.850, 0.645, -1.912], [-1.357, 1.379, 0.163], [-1.276, 1.219, 1.938], [-2.264, 0.121, 0.993]],
  "lowdin_charge": [-0.54, -0.10, -0.03, -0.11, 0.22, 0.09, 0.08, 0.08, 0.08, 0.07, 0.07, 0.08]
}

***

- What is the formula in the fifth record?
  C10H24GaLaO